[1]
DFT (wB97M-V/def2-TZVPD) results for 3 unconnected molecules or ions with the total composition C13H26N3O9P at a distorted geometry.

Element x y z (Å)
N (1.54844, -4.32530, 0.96877)
C (1.78460, -3.08495, 0.19353)
N (3.15326, -3.14988, -0.33882)
N (1.76475, -1.94809, 1.08637)
C (0.85919, -2.95482, -1.04023)
P (-0.61639, -1.84698, -0.97864)
O (-0.12932, -0.33835, -0.54380)
C (-1.62275, -2.45668, 0.47124)
C (-2.83650, -3.18066, -0.01557)
O (-2.48329, -4.39120, -0.69395)
C (-1.95618, -5.31108, 0.12491)
O (-1.13699, -6.03549, -0.23030)
H (1.23908, -5.07277, 0.36152)
H (0.88789, -4.17899, 1.71968)
H (3.76181, -3.35311, 0.44654)
H (3.22520, -3.94541, -0.95936)
H (0.83638, -1.78015, 1.45969)
H (2.32009, -2.21197, 1.89411)
H (0.48176, -3.94388, -1.26105)
H (1.42950, -2.64058, -1.89967)
H (-0.20532, -0.20674, 0.41969)
H (-1.94930, -1.57225, 1.00800)
H (-1.03367, -3.06826, 1.14664)
H (-3.46805, -3.42579, 0.83455)
H (-3.42523, -2.57395, -0.67445)
H (-2.40558, -5.35109, 1.11968)
C (-3.10435, 4.88279, 0.34754)
C (-2.57354, 3.49872, 0.07846)
C (-3.56414, 2.38147, 0.27839)
O (-2.69328, 1.27362, 0.56324)
C (-1.57592, 1.78540, 1.12378)
O (-0.72143, 1.12568, 1.63707)
O (-1.55290, 3.12567, 1.02557)
H (-2.29876, 5.61441, 0.29270)
H (-3.86617, 5.14764, -0.38514)
H (-3.53617, 4.94998, 1.34758)
H (-2.12488, 3.45658, -0.91740)
H (-4.17275, 2.18008, -0.59949)
H (-4.21244, 2.53848, 1.14373)
C (4.32928, 2.45512, -0.82264)
C (3.02522, 3.06630, -0.37899)
C (1.79766, 2.48642, -1.02780)
O (0.86933, 3.58051, -0.91763)
C (1.59668, 4.72619, -0.91286)
O (1.13607, 5.81652, -1.01572)
O (2.91928, 4.44946, -0.77586)
H (5.17112, 3.00056, -0.39589)
H (4.38917, 1.41459, -0.50435)
H (4.43277, 2.49941, -1.90771)
H (2.94528, 3.03047, 0.71133)
H (1.42066, 1.60203, -0.51983)
H (1.94081, 2.26033, -2.08717)

Output
orbital gap	8.68	eV
E	-46090.1273	eV
highest occupied orbital energy	-0.29970	Ha
lowest unoccupied orbital energy	0.528	eV
ΔE to the lowest compared entry with this formula, charge and spin	1.531	eV
SMILES string	NC(N)(N)CP(O)CCOC=O.C[C@@H]1COC(=O)O1.C[C@@H]1COC(=O)O1

Atom charges from the Mulliken analysis, given in e for atoms 1 to 4: N -0.613; C 0.663; N -0.737; N -0.610

=====

[2]
DFT (wB97M-V/def2-TZVPD) results for a molecular structure, C13H26NO4P2Ti at a distorted geometry.

Element x y z (Å)
Ti (0.08478, -0.29755, 0.82146)
P (-2.32156, -0.02509, 0.44390)
C (-2.08013, 0.43620, -1.27884)
C (-0.83641, 0.90334, -1.77047)
N (0.29997, 0.66422, -1.01419)
C (1.52792, 1.03644, -1.41995)
C (1.67772, 1.78376, -2.58267)
C (0.55857, 2.05766, -3.37884)
C (-0.67699, 1.58057, -2.99754)
C (2.71288, 0.64691, -0.54148)
P (2.40914, -0.83422, 0.54671)
H (-1.57196, 1.72760, -3.59392)
H (2.68035, 2.13138, -2.83434)
H (0.67369, 2.63078, -4.29418)
H (3.57288, 0.39316, -1.17903)
H (3.01777, 1.48326, 0.11359)
H (-2.01405, -1.58001, -2.61759)
H (-2.94602, 0.48001, -1.94619)
H (-0.99951, -3.16207, -1.50358)
O (-1.83681, -2.52694, -2.77746)
H (-2.21770, -2.74799, -3.64718)
H (-0.11125, -1.84551, 1.07864)
O (-0.56552, -3.42565, -0.65052)
H (0.33905, -3.72353, -0.88759)
C (2.90354, -2.18933, -0.54590)
H (3.93989, -2.01100, -0.85763)
H (2.83042, -3.14004, -0.00003)
H (2.24141, -2.20093, -1.42239)
C (3.70696, -0.73998, 1.81062)
H (3.66442, -1.64855, 2.43600)
H (4.68746, -0.67694, 1.30968)
H (3.53864, 0.15750, 2.43166)
C (-3.21652, 1.34793, 1.22117)
H (-4.20486, 1.44578, 0.75846)
H (-3.32114, 1.13752, 2.29196)
H (-2.64412, 2.27120, 1.07379)
C (-3.44779, -1.45235, 0.50781)
H (-3.67032, -1.67388, 1.56336)
H (-4.37306, -1.18273, -0.01836)
H (-2.95290, -2.31648, 0.04146)
C (-0.39762, 2.44782, 4.27351)
O (-0.45101, 1.22412, 3.50199)
C (0.14476, 1.19979, 2.32728)
O (0.85728, 2.04909, 1.76816)
H (0.62620, 2.82633, 4.36130)
H (-0.77203, 2.14738, 5.25089)
H (-1.06642, 3.19104, 3.82648)

Output
net charge	+2
orbital gap (alpha / beta)	7.58 / 7.07	eV
<S²>	0.7851
E	-65259.2066	eV
highest occupied orbital energy (alpha / beta)	-0.55985 / -0.58227	Ha
lowest unoccupied orbital energy (alpha / beta)	-7.652 / -8.779	eV
ΔE to the lowest compared entry with this formula, charge and spin	4.735	eV
2S+1	2

Atom charges from the Mulliken analysis, given in e for atoms 1 to 4: Ti -1.001; P 1.011; C -1.747; C 1.705

=====

[3]
DFT (wB97M-V/def2-TZVPD) results for a molecular structure, C13H27AlBeBr3Cl3CsF6N6O16S4 at a distorted geometry.

Element x y z (Å)
N (1.21010, -0.44869, 1.82029)
C (0.84278, -1.20391, 0.87685)
N (1.09725, -0.77002, -0.42893)
N (0.12220, -2.41770, 1.03379)
C (0.76241, -3.40082, 1.95396)
C (-0.28426, -3.90206, 2.97176)
C (-0.02131, -3.68876, 4.48437)
C (1.23635, -2.94741, 4.92923)
S (2.61362, -4.08610, 5.03533)
O (2.23033, -5.33119, 4.43355)
O (3.09264, -4.13263, 6.39130)
N (3.84860, -3.34922, 4.22702)
S (4.61066, -4.24645, 3.14221)
O (5.30911, -5.33865, 3.74122)
O (3.72103, -4.57419, 2.04517)
H (0.95471, -0.83294, 2.72595)
H (2.07967, -0.68725, -0.64326)
H (0.59589, -1.27509, -1.14171)
H (0.04175, -2.84550, 0.12007)
H (1.67996, -3.00061, 2.37338)
H (1.05886, -4.23888, 1.29447)
H (-0.45743, -4.96832, 2.81862)
H (-1.22279, -3.42185, 2.70719)
H (-0.03967, -4.64831, 4.99459)
H (-0.85983, -3.13031, 4.90495)
H (1.52226, -2.07818, 4.33935)
H (1.13140, -2.62128, 5.96567)
H (5.54001, -3.41849, 2.64573)
C (-2.53727, -3.09195, -1.93698)
Cl (-0.88435, -2.58650, -2.38909)
Cl (-2.53885, -4.10275, -0.49683)
H (-3.12081, -2.19875, -1.74997)
H (-2.94209, -3.66081, -2.76489)
Cs (2.09887, -5.05523, -0.10163)
C (-1.91007, 1.41184, 2.17072)
F (-2.07450, 0.11547, 2.41082)
F (-0.95440, 1.59084, 1.27914)
F (-3.05213, 1.91436, 1.72360)
S (-1.42538, 2.22031, 3.75644)
O (-0.14607, 1.69772, 4.11509)
O (-2.50419, 2.08295, 4.67416)
N (-1.29832, 3.75061, 3.23803)
S (-0.87583, 4.95644, 4.24789)
O (0.46842, 4.77607, 4.68883)
O (-1.89478, 5.15083, 5.22350)
C (-0.91811, 6.38630, 3.06809)
F (-2.14278, 6.50052, 2.57982)
F (-0.05543, 6.16934, 2.08964)
F (-0.58380, 7.45485, 3.76219)
C (-2.04912, -1.02953, -6.15484)
Br (-2.45736, 0.06028, -4.61185)
Br (-0.20615, -0.91352, -6.64846)
Br (-2.59229, -2.85270, -5.84543)
H (-2.63914, -0.68208, -6.99255)
N (-1.63673, 3.80427, -4.67291)
H (-0.86082, 3.73682, -4.00838)
H (-2.06807, 2.88008, -4.79365)
H (-2.32788, 4.50228, -4.28916)
H (-1.28965, 4.13962, -5.57360)
Be (-2.38187, 6.24576, -2.85508)
C (3.22026, 4.13043, 2.58669)
C (2.64247, 3.22241, 1.53472)
C (3.38642, 3.20517, 0.21335)
O (2.33315, 2.91442, -0.72536)
C (1.17712, 3.34839, -0.19210)
O (0.14516, 3.42432, -0.79316)
O (1.33399, 3.68164, 1.09974)
H (2.65168, 4.06228, 3.51150)
H (4.25310, 3.85281, 2.79648)
H (3.19183, 5.16924, 2.25482)
H (2.51656, 2.20669, 1.91908)
H (4.15532, 2.44055, 0.15542)
H (3.81740, 4.17661, -0.03579)
O (-5.38882, -1.17079, -9.95368)
Cl (-4.14853, -0.53252, -10.07635)
O (-3.51793, -0.28665, -8.83553)
O (-4.23509, 0.67418, -10.90719)
O (-3.22536, -1.41278, -10.92934)
O (-1.84344, -5.88298, -6.69997)
H (-1.77929, -5.06404, -7.22954)
Al (-3.30137, -0.52828, -12.59860)

Output
net charge	+3
orbital gap	1.03	eV
E	-370454.0221	eV
highest occupied orbital energy	-0.52703	Ha
lowest unoccupied orbital energy	-13.310	eV

Atom charges from the Mulliken analysis, given in e for atoms 1 to 4: N -0.227; C 0.134; N -0.067; N 0.288

=====

[4]
DFT (wB97M-V/def2-TZVPD) results for a molecular structure, C13H27AuGeN3O at a distorted geometry.

Element x y z (Å)
Au (9.16354, 12.25276, 7.66759)
C (6.96181, 5.91830, 8.58595)
N (6.40554, 6.75207, 7.46524)
C (5.31084, 6.39974, 6.72727)
C (5.01573, 6.91994, 5.51872)
C (5.88222, 8.07386, 5.16927)
N (7.01113, 8.32771, 5.83090)
C (7.33058, 7.68273, 6.94281)
O (8.36030, 7.97581, 7.54614)
N (5.57402, 8.82987, 4.09090)
H (6.20024, 5.30928, 9.05943)
H (7.50264, 6.64623, 9.19168)
H (7.75021, 5.27476, 8.22209)
H (4.64207, 5.70339, 7.23419)
H (4.23654, 6.51541, 4.81122)
H (4.69396, 8.84597, 3.63760)
H (5.99418, 9.71189, 4.09664)
C (7.47386, 16.06811, 6.36349)
C (7.88571, 14.58689, 6.18745)
C (6.85225, 13.85556, 5.26216)
C (7.94198, 13.85557, 7.57919)
H (7.04184, 16.40994, 5.39241)
H (8.30481, 16.76133, 6.63496)
H (6.81186, 16.12846, 7.12506)
H (8.88199, 14.55472, 5.67726)
H (5.80516, 13.93334, 5.54860)
H (7.22105, 12.82839, 5.17781)
H (6.94099, 14.34789, 4.24113)
H (6.92713, 13.51814, 7.88253)
H (8.20748, 14.60509, 8.33355)
C (9.68500, 10.15196, 4.69430)
Ge (11.01271, 9.99806, 6.06665)
C (11.59056, 8.10387, 6.24453)
C (12.58728, 11.03344, 5.33215)
C (10.53441, 10.71901, 7.80042)
H (10.00747, 9.63883, 3.79263)
H (9.51680, 11.22425, 4.48804)
H (8.81941, 9.69716, 5.16204)
H (12.01488, 7.71673, 5.30395)
H (10.70627, 7.53482, 6.64729)
H (12.41440, 8.00798, 6.95555)
H (12.97433, 10.62714, 4.36845)
H (13.35214, 10.95811, 6.04477)
H (12.21948, 12.06312, 5.23967)
H (11.46596, 11.01936, 8.30211)
H (10.09078, 9.84209, 8.30936)

Output
net charge	-1
orbital gap	5.81	eV
E	-80644.8443	eV
highest occupied orbital energy	-0.12434	Ha
lowest unoccupied orbital energy	2.426	eV

Atom charges from the Mulliken analysis, given in e for atoms 1 to 4: Au 0.123; C -0.900; N 0.126; C -0.001

=====

Copy entry 1 word for word.
DFT (wB97M-V/def2-TZVPD) results for 3 unconnected molecules or ions with the total composition C13H26N3O9P at a distorted geometry.

Element x y z (Å)
N (1.54844, -4.32530, 0.96877)
C (1.78460, -3.08495, 0.19353)
N (3.15326, -3.14988, -0.33882)
N (1.76475, -1.94809, 1.08637)
C (0.85919, -2.95482, -1.04023)
P (-0.61639, -1.84698, -0.97864)
O (-0.12932, -0.33835, -0.54380)
C (-1.62275, -2.45668, 0.47124)
C (-2.83650, -3.18066, -0.01557)
O (-2.48329, -4.39120, -0.69395)
C (-1.95618, -5.31108, 0.12491)
O (-1.13699, -6.03549, -0.23030)
H (1.23908, -5.07277, 0.36152)
H (0.88789, -4.17899, 1.71968)
H (3.76181, -3.35311, 0.44654)
H (3.22520, -3.94541, -0.95936)
H (0.83638, -1.78015, 1.45969)
H (2.32009, -2.21197, 1.89411)
H (0.48176, -3.94388, -1.26105)
H (1.42950, -2.64058, -1.89967)
H (-0.20532, -0.20674, 0.41969)
H (-1.94930, -1.57225, 1.00800)
H (-1.03367, -3.06826, 1.14664)
H (-3.46805, -3.42579, 0.83455)
H (-3.42523, -2.57395, -0.67445)
H (-2.40558, -5.35109, 1.11968)
C (-3.10435, 4.88279, 0.34754)
C (-2.57354, 3.49872, 0.07846)
C (-3.56414, 2.38147, 0.27839)
O (-2.69328, 1.27362, 0.56324)
C (-1.57592, 1.78540, 1.12378)
O (-0.72143, 1.12568, 1.63707)
O (-1.55290, 3.12567, 1.02557)
H (-2.29876, 5.61441, 0.29270)
H (-3.86617, 5.14764, -0.38514)
H (-3.53617, 4.94998, 1.34758)
H (-2.12488, 3.45658, -0.91740)
H (-4.17275, 2.18008, -0.59949)
H (-4.21244, 2.53848, 1.14373)
C (4.32928, 2.45512, -0.82264)
C (3.02522, 3.06630, -0.37899)
C (1.79766, 2.48642, -1.02780)
O (0.86933, 3.58051, -0.91763)
C (1.59668, 4.72619, -0.91286)
O (1.13607, 5.81652, -1.01572)
O (2.91928, 4.44946, -0.77586)
H (5.17112, 3.00056, -0.39589)
H (4.38917, 1.41459, -0.50435)
H (4.43277, 2.49941, -1.90771)
H (2.94528, 3.03047, 0.71133)
H (1.42066, 1.60203, -0.51983)
H (1.94081, 2.26033, -2.08717)

Output
orbital gap	8.68	eV
E	-46090.1273	eV
highest occupied orbital energy	-0.29970	Ha
lowest unoccupied orbital energy	0.528	eV
ΔE to the lowest compared entry with this formula, charge and spin	1.531	eV
SMILES string	NC(N)(N)CP(O)CCOC=O.C[C@@H]1COC(=O)O1.C[C@@H]1COC(=O)O1

Atom charges from the Mulliken analysis, given in e for atoms 1 to 4: N -0.613; C 0.663; N -0.737; N -0.610

=====

Question: The lowest E belongs to which entry?
Answer: C13H27AlBeBr3Cl3CsF6N6O16S4

=====

Question: Which of these has the lowest E?
Answer: C13H27AlBeBr3Cl3CsF6N6O16S4